{
  "formula": "C5H10NO2",
  "method": "the ωB97M-V functional and the def2-TZVPD basis",
  "species": ["O", "C", "N", "C", "C", "C", "C", "O", "H", "H", "H", "H", "H", "H", "H", "H", "H", "H"],
  "positions_angstrom": [[-1.832107, 1.872320, -2.641590], [-1.173578, 1.087998, -1.983387], [-1.644934, -0.083056, -1.497623], [-1.006594, -0.818025, -0.375791], [-0.432788, 0.044526, 0.757392], [1.056338, 0.384045, 0.567684], [1.933697, -0.545777, 1.419897], [1.575076, -0.588109, 2.707938], [-0.115469, 1.225959, -1.726544], [-2.635141, -0.216652, -1.636543], [-1.785450, -1.436990, 0.058646], [-0.208793, -1.413032, -0.813375], [-0.386421, -0.590250, 1.654726], [-0.981345, 0.966059, 0.915452], [1.458931, 0.471662, -0.457790], [1.222469, 1.408250, 0.908298], [1.949069, -1.537069, 0.854450], [3.007046, -0.231858, 1.288166]],
  "forces_ev_per_angstrom": [[0.1, 0.1, -0.2], [-0.1, -0.5, 0.2], [-0.1, 0.2, 0.4], [-0.1, 0.8, -0.1], [1.1, -0.6, -0.8], [0.4, 1.0, -0.1], [0.8, -0.3, 0.2], [-0.3, -0.3, -0.1], [0.1, 0.3, -0.1], [0.0, 0.0, 0.0], [0.0, -0.4, -0.3], [0.0, -0.4, 0.3], [-0.3, 0.5, 0.2], [-0.6, -0.1, 0.1], [-0.5, -0.6, -0.2], [0.0, 0.1, 0.5], [-0.3, -0.1, 0.2], [-0.1, 0.2, -0.2]],
  "de_lowest_kcal_mol": 54.18,
  "charge": -1,
  "gap_ev": 6.159,
  "multiplicity": 1,
  "smiles": "O=CNCCCC[O-]"
}

{
  "formula": "C5H8NO",
  "method": "the ωB97M-V functional and the def2-TZVPD basis",
  "species": ["C", "C", "C", "C", "C", "N", "O", "H", "H", "H", "H", "H", "H", "H", "H"],
  "positions_angstrom": [[-1.444539, 0.621438, 0.286490], [-1.452626, -0.828476, -0.022790], [0.030114, 0.966362, 0.021833], [3.111084, 0.197556, 0.482578], [0.763905, -0.308642, -0.187029], [-0.141935, -1.345952, -0.197205], [2.197211, -0.075265, -0.304734], [-2.247456, 1.181932, -0.477843], [-1.795604, 0.925391, 1.193782], [-2.016642, -1.376242, 0.843519], [-1.961519, -1.039056, -0.983343], [0.188715, 1.665600, -0.796146], [0.545142, 1.407591, 0.770276], [0.194831, -2.258604, -0.592117], [4.029313, 0.266373, -0.037275]],
  "forces_ev_per_angstrom": [[-0.3, 1.9, -4.9], [-4.3, -2.8, 0.6], [-1.1, -0.7, -2.1], [0.6, 0.5, 5.0], [-0.8, 0.9, 1.4], [7.0, 1.5, -0.9], [-5.4, -3.4, -4.7], [2.5, -1.3, 1.8], [-0.5, 0.3, 2.7], [1.2, 0.5, -1.8], [-0.2, 0.0, 0.7], [0.1, -0.2, -0.5], [1.4, 1.7, 3.0], [-1.0, 0.8, 1.0], [1.0, 0.3, -1.5]],
  "de_lowest_kcal_mol": 123.72,
  "charge": 1,
  "gap_ev": [7.586, 7.587],
  "multiplicity": 1
}

{
  "formula": "C38H49ClO6PSSr",
  "method": "the ωB97M-V functional and the def2-TZVPD basis",
  "species": ["Sr", "O", "C", "O", "C", "C", "C", "C", "C", "O", "C", "C", "O", "O", "H", "H", "H", "H", "H", "H", "H", "H", "Cl", "C", "C", "C", "C", "C", "C", "C", "H", "H", "H", "H", "H", "H", "O", "S", "C", "C", "C", "C", "C", "C", "C", "C", "C", "C", "C", "C", "C", "C", "H", "H", "H", "H", "H", "H", "H", "H", "H", "H", "H", "H", "H", "H", "C", "C", "C", "P", "C", "C", "C", "C", "C", "C", "H", "H", "H", "H", "H", "H", "H", "H", "H", "H", "H", "H", "H", "H", "H", "H", "H", "H", "H", "H", "H"],
  "positions_angstrom": [[0.701492, 0.426406, -1.664591], [2.584305, -1.371115, -3.859933], [1.734389, -1.228014, -2.993772], [1.918201, -1.273160, -1.733760], [0.281710, -1.078204, -3.416604], [-0.717988, -1.524026, -2.356521], [-2.045032, -1.842763, -3.085616], [-2.603728, -0.407214, -3.290169], [-1.420444, 0.414284, -2.756747], [-1.085797, -0.371256, -1.612722], [-0.275304, 0.295033, -3.757718], [0.692586, 1.473541, -3.784334], [1.347535, 1.655259, -4.800304], [0.669943, 2.196914, -2.742731], [0.206063, -1.733172, -4.279698], [-0.352879, -2.327420, -1.727636], [-1.882636, -2.372869, -4.022135], [-2.696213, -2.452696, -2.460421], [-2.868911, -0.172951, -4.318851], [-3.477908, -0.232506, -2.662239], [-1.659060, 1.439993, -2.504906], [-0.693677, 0.286264, -4.760754], [2.648405, 4.402222, -0.739215], [3.488564, 3.480141, -1.935732], [3.874929, 4.121061, -3.098066], [4.519307, 3.407211, -4.097986], [4.758720, 2.052854, -3.903560], [4.382544, 1.425702, -2.731200], [3.709544, 2.104647, -1.692245], [3.278680, 1.436519, -0.475854], [3.654475, 5.175187, -3.214180], [4.796407, 3.894234, -5.024996], [5.229247, 1.473480, -4.690384], [4.540975, 0.358190, -2.623220], [3.330393, 2.116747, 0.374039], [3.871877, 0.535475, -0.299368], [1.121889, -0.930695, 1.958864], [1.744315, -2.265140, 1.862743], [1.043059, -3.263820, 3.291223], [-0.447766, -3.320730, 3.325889], [-1.198887, -2.149701, 3.452480], [-2.583838, -2.206793, 3.490191], [-3.239980, -3.427816, 3.417787], [-2.501862, -4.594276, 3.283133], [-1.116825, -4.538655, 3.232161], [0.836028, -3.075903, 0.494507], [1.170860, -4.502930, 0.227395], [0.218467, -5.511585, 0.343005], [0.541193, -6.827787, 0.044881], [1.821682, -7.153091, -0.376920], [2.776862, -6.153117, -0.505156], [2.454211, -4.839517, -0.208137], [1.439329, -2.736875, 4.159721], [1.497887, -4.252566, 3.218626], [-0.685106, -1.199582, 3.494250], [-3.159012, -1.294186, 3.584224], [-4.320375, -3.472782, 3.473693], [-3.005089, -5.551437, 3.219206], [-0.544200, -5.452471, 3.123548], [1.179450, -2.443036, -0.333879], [-0.220214, -2.902515, 0.709951], [-0.790371, -5.263043, 0.650486], [-0.211421, -7.601421, 0.136891], [2.068220, -8.179503, -0.617505], [3.772481, -6.402073, -0.849608], [3.183088, -4.047315, -0.337371], [-1.041772, 5.357923, -0.056966], [-1.128877, 4.621715, 1.288199], [-2.403623, 5.051602, 2.016151], [-0.789932, 2.793565, 1.018002], [-2.447505, 1.942777, 0.763551], [-3.398395, 1.755373, 1.943425], [-3.159254, 2.574371, -0.436767], [-0.250933, 2.180611, 2.699537], [-0.857162, 2.823095, 3.945143], [1.282039, 2.292208, 2.717933], [-0.887033, 6.428279, 0.104206], [-1.966210, 5.235139, -0.625715], [-0.218749, 4.979481, -0.656106], [-0.260502, 4.924120, 1.885808], [-3.285760, 4.846289, 1.409257], [-2.370372, 6.132466, 2.184203], [-2.525493, 4.565216, 2.981956], [-2.098122, 0.945647, 0.467222], [-3.774416, 2.708273, 2.317217], [-2.905770, 1.223328, 2.756885], [-4.259019, 1.155727, 1.626763], [-3.733828, 3.450561, -0.135573], [-3.852690, 1.868081, -0.902820], [-2.428841, 2.896470, -1.182965], [-0.500177, 1.112963, 2.675341], [-0.572719, 3.874257, 4.020043], [-0.477934, 2.313545, 4.835958], [-1.944712, 2.757992, 3.962740], [1.594754, 3.329074, 2.567838], [1.697907, 1.688358, 1.911269], [1.680306, 1.947853, 3.676118]],
  "forces_ev_per_angstrom": [[8.5, 6.4, 9.9], [-0.4, 0.0, -0.2], [2.5, -2.0, -1.0], [2.0, -2.9, -0.1], [-0.4, -1.5, -1.5], [-1.3, -2.7, -0.9], [-0.1, 0.1, 0.1], [0.0, -0.1, 0.2], [-3.1, 0.6, -1.6], [-6.5, -2.8, 0.6], [-1.0, -0.1, -2.1], [0.8, 2.5, -2.1], [-0.3, -0.5, -0.2], [-0.2, 3.1, -1.9], [-0.1, 0.0, 0.0], [-0.1, 0.2, 0.2], [0.1, 0.0, 0.0], [0.0, 0.1, 0.0], [0.1, 0.0, 0.0], [0.0, 0.0, 0.0], [0.1, 0.0, 0.3], [0.0, 0.0, 0.0], [-0.3, 0.5, 0.5], [0.3, -0.4, -0.6], [0.0, -0.1, 0.1], [0.1, 0.2, -0.1], [0.0, -0.1, 0.1], [-0.1, 0.0, -0.4], [-0.1, -0.2, 0.9], [0.2, 0.3, -0.5], [0.0, 0.0, 0.0], [0.0, 0.0, 0.0], [0.0, 0.0, 0.0], [0.0, 0.0, 0.1], [-0.2, -0.1, 0.1], [-0.2, -0.1, 0.0], [-0.3, 0.6, 0.0], [-0.2, -1.0, 0.3], [0.2, 0.3, -0.5], [-0.1, 0.0, 0.0], [0.0, 0.0, 0.0], [0.0, 0.0, 0.0], [0.0, 0.0, 0.0], [0.0, 0.0, 0.0], [0.0, 0.0, 0.1], [0.2, 0.4, 0.2], [0.1, -0.2, 0.0], [-0.1, 0.0, 0.0], [0.0, 0.0, 0.0], [0.0, 0.0, 0.0], [0.0, -0.1, 0.0], [0.0, 0.1, 0.0], [0.1, 0.0, 0.0], [0.0, 0.0, 0.1], [0.0, 0.0, 0.1], [0.0, 0.0, 0.0], [0.0, 0.0, 0.0], [0.0, 0.0, 0.0], [0.0, 0.0, 0.0], [-0.1, -0.1, 0.0], [0.0, 0.0, 0.0], [0.0, 0.0, 0.0], [0.0, 0.0, 0.0], [0.0, 0.0, 0.0], [0.0, 0.0, 0.0], [0.0, 0.0, 0.0], [0.1, 0.0, 0.1], [-0.1, -0.2, -0.2], [0.2, 0.0, 0.1], [-0.3, -0.1, 0.1], [0.1, 0.2, 0.1], [0.0, -0.1, -0.2], [0.1, -0.1, 0.0], [0.2, 0.1, -0.2], [0.0, -0.2, -0.1], [-0.3, -0.1, -0.1], [0.0, 0.0, 0.0], [0.0, 0.0, 0.0], [0.1, 0.0, -0.1], [0.0, 0.0, 0.0], [0.0, 0.0, 0.0], [0.0, 0.0, 0.0], [0.0, 0.1, 0.0], [-0.1, 0.0, 0.0], [0.0, 0.0, 0.0], [0.0, 0.0, 0.1], [0.0, 0.0, 0.0], [0.0, 0.0, 0.0], [0.0, 0.0, 0.0], [-0.1, 0.0, -0.1], [0.0, 0.0, 0.0], [0.0, 0.0, 0.0], [0.0, 0.0, 0.0], [0.0, 0.0, 0.1], [0.1, 0.0, 0.0], [0.2, 0.1, 0.1], [0.0, 0.0, 0.0]],
  "de_lowest_kcal_mol": 182.35,
  "charge": -1,
  "gap_ev": 4.133,
  "multiplicity": 1
}

{
  "formula": "C5H12N2",
  "method": "the ωB97M-V functional and the def2-TZVPD basis",
  "species": ["C", "C", "N", "C", "C", "C", "N", "H", "H", "H", "H", "H", "H", "H", "H", "H", "H", "H", "H"],
  "positions_angstrom": [[2.237241, -0.056724, 0.365865], [1.099263, 0.219918, 1.006532], [1.002607, 1.278930, 1.923163], [-0.217707, -0.489813, 0.766966], [-1.013112, 0.051928, -0.428896], [-0.407939, -0.337307, -1.765136], [-2.386370, -0.449163, -0.266375], [3.098206, 0.590188, 0.440729], [2.353810, -0.915224, -0.281002], [1.836376, 1.825846, 2.065570], [0.170571, 1.850125, 1.813639], [-0.842266, -0.343308, 1.647180], [0.035307, -1.541094, 0.649224], [-1.040640, 1.139317, -0.353912], [-0.481989, -1.405496, -1.955116], [-0.762956, 0.296150, -2.578470], [0.672813, -0.165146, -1.734162], [-2.378759, -1.460348, -0.308258], [-2.974456, -0.088778, -1.007540]],
  "forces_ev_per_angstrom": [[0.0, -0.2, 0.0], [-0.1, 0.7, -0.3], [-0.4, -0.1, 0.0], [0.8, 0.4, 0.2], [-0.2, -0.7, 0.1], [1.2, 0.5, 0.1], [0.1, 0.5, 0.2], [0.1, 0.0, 0.2], [-0.2, -0.1, 0.1], [0.0, 0.0, -0.2], [0.2, -0.1, 0.2], [0.0, -0.3, 0.1], [-0.4, -0.3, -0.1], [-0.1, 0.1, 0.0], [-0.5, -0.1, -0.2], [-0.4, -0.4, -0.1], [0.0, 0.2, 0.0], [-0.1, 0.0, -0.1], [-0.1, -0.2, 0.0]],
  "de_lowest_kcal_mol": 17.10,
  "gap_ev": 9.340,
  "multiplicity": 1,
  "smiles": "C=C(N)C[C@@H](C)N"
}